A | Molecular formula: C2H6N2O2
Method: DFT, ωB97M-V with the def2-TZVPD basis set

Positions of all 12 atoms, in Å:
C -2.8406 0.1883 -0.0013
O -1.6268 -0.5485 0.0438
N -0.5679 0.3564 -0.0850
C 0.5145 -0.2405 0.0310
N 1.7052 0.4962 0.2159
O 2.8551 -0.2242 -0.2220
H -3.5501 -0.6700 -0.2784
H -3.1102 0.7240 0.9936
H -2.8221 0.8928 -0.9776
H 0.6525 -1.3075 0.1070
H 1.7009 1.4113 -0.1735
H 3.2976 -0.5240 0.6598

Summary:
E_HOMO in eV: -8.75



B | Molecular formula: C2H6N2O2
Method: DFT, ωB97M-V with the def2-TZVPD basis set

Positions of all 12 atoms, in Å:
C -1.7521 -0.8835 0.0297
O -0.7132 -0.4955 0.9416
H 0.3319 -0.8311 0.7622
H -1.3463 -0.9994 -0.9768
H -2.4921 -0.0839 0.0211
H -2.1796 -1.8201 0.3839
N 2.0575 0.2575 -0.7597
O 1.3717 0.2424 0.5179
C 0.1237 1.0655 0.4840
N -0.3288 2.1006 0.1765
H 3.0317 0.2461 -0.4598
H 1.8956 1.2014 -1.1207

Summary:
E_HOMO in eV: -9.73



The most stable arrangement is A, and the next structure is 23.9 kcal/mol less stable.



A | Molecular formula: C2H6N2O2
Method: DFT, ωB97M-V with the def2-TZVPD basis set

Positions of all 12 atoms, in Å:
C 1.7049 0.4168 0.2526
N 0.0498 0.5108 -0.0854
O 0.5238 0.8684 -1.3724
C -0.6773 -0.7188 -0.1959
N -1.9772 -0.5864 0.2297
O -0.1767 -1.7466 -0.5740
H 1.6462 0.3776 1.3428
H 2.3222 1.2506 -0.0661
H 2.0047 -0.5376 -0.1642
H -0.4334 1.2880 0.3732
H -2.4499 0.2980 0.1204
H -2.5371 -1.4207 0.1393

Summary:
E_HOMO in eV: -7.97



B | Molecular formula: C2H6N2O2
Method: DFT, ωB97M-V with the def2-TZVPD basis set

Positions of all 12 atoms, in Å:
O 0.4650 1.5813 -0.7933
C 0.6878 0.2195 -0.5883
C 0.4345 -0.0951 0.8996
N -0.5896 -1.1314 0.8001
N -1.2950 -0.8685 -0.4016
O -0.2428 -0.5822 -1.2913
H 0.5189 1.7708 -1.7353
H 1.6833 -0.0807 -0.9396
H 1.3134 -0.4913 1.4036
H 0.1017 0.8320 1.3861
H -1.2331 -1.1642 1.5815
H -1.8441 0.0098 -0.3213

Summary:
E_HOMO in eV: -8.86



The most stable arrangement is B, and the next structure is 28.4 kcal/mol less stable.



A | Molecular formula: C2H6N2O2
Method: DFT, ωB97M-V with the def2-TZVPD basis set

Positions of all 12 atoms, in Å:
N 1.4217 0.0096 0.0891
N 0.1125 -0.2722 -0.0098
C -0.2206 -1.4761 0.0102
O -1.4308 -1.9718 -0.0515
H 1.8898 -0.8790 0.3504
H 1.7832 0.4175 -0.7830
H 0.4864 -2.3417 0.2777
H -2.1680 -1.3586 -0.3252
C -1.3369 1.4035 0.1032
O -2.3776 0.7354 0.0613
H -0.9016 1.8865 -0.8238
H -0.9950 1.7215 1.1449

Summary:
E_HOMO in eV: -8.98



B | Molecular formula: C2H6N2O2
Method: DFT, ωB97M-V with the def2-TZVPD basis set

Positions of all 12 atoms, in Å:
N 3.2264 -1.3321 -4.9577
C 2.8569 -2.1282 -4.0211
O 3.6028 -3.0605 -3.7186
H 4.1190 -1.4439 -5.4450
H 2.5613 -0.6185 -5.2659
H 1.8701 -1.9317 -3.5361
N -1.3493 2.2013 3.4791
C -2.3138 1.2674 3.3887
O -2.0260 0.1252 3.5699
H -0.3933 1.8729 3.6364
H -1.5374 3.2025 3.3858
H -3.3092 1.7398 3.2051

Summary:
E_HOMO in eV: -9.82



C | Molecular formula: C2H6N2O2
Method: DFT, ωB97M-V with the def2-TZVPD basis set

Positions of all 12 atoms, in Å:
C 0.8532 1.5488 -0.5063
C 0.0564 0.2939 -0.6794
O -0.6832 0.0350 -1.6154
N 0.2559 -0.6438 0.3455
N -0.8661 -1.5655 0.4507
O 0.2697 -0.2121 1.6908
H 1.9105 1.3174 -0.3720
H 0.5223 2.0420 0.4103
H 0.7079 2.1883 -1.3730
H -0.8817 -1.1245 1.5295
H -0.5565 -2.5315 0.3691
H -1.5884 -1.3480 -0.2498

Summary:
E_HOMO in eV: -8.47



The most stable arrangement is B, and the next structure is 63.9 kcal/mol less stable.



A | Molecular formula: C2H6N2O2
Method: DFT, ωB97M-V with the def2-TZVPD basis set

Positions of all 12 atoms, in Å:
C 0.9809 -0.6263 0.0048
C -0.2554 0.0960 0.5151
N -1.5060 -0.1754 -0.1108
O -0.2525 -0.2181 1.9344
N -1.4487 -0.1617 2.5192
O -1.4913 -0.4356 3.6923
H 1.7927 -0.0200 -0.1983
H 1.3040 -1.2559 0.7393
H 0.7045 -1.2078 -0.7975
H -0.1258 1.1567 0.4634
H -1.6898 -1.1270 -0.3594
H -2.2319 -0.0091 0.5581

Summary:
E_HOMO in eV: -10.03



B | Molecular formula: C2H6N2O2
Method: DFT, ωB97M-V with the def2-TZVPD basis set

Positions of all 12 atoms, in Å:
C -1.2801 0.4859 -0.7611
N -1.0003 -0.7619 -0.4837
C 0.8813 -0.3386 0.7378
O 0.3094 1.0096 1.0083
O 1.8798 -0.0991 -0.2236
N -0.1446 -1.2314 0.4287
H 0.7248 1.3752 1.8037
H 1.5781 -0.3358 -1.1093
H -1.1690 -1.4481 -1.2170
H -1.4193 1.3338 -0.1194
H -1.7456 0.7128 -1.7044
H 1.3853 -0.7023 1.6400

Summary:
E_HOMO (spin up / spin down) in eV: -8.12 / -8.12



C | Molecular formula: C2H6N2O2
Method: DFT, ωB97M-V with the def2-TZVPD basis set

Positions of all 12 atoms, in Å:
C 0.1635 -1.3288 -0.0392
C -0.1646 0.0829 0.2672
N -1.1446 0.8439 0.1895
O -2.3403 -0.1975 0.0736
N 1.0458 0.9885 0.6159
O 2.1266 0.9393 -0.2561
H 1.1811 -1.5443 0.2763
H 0.0709 -1.5067 -1.1109
H -0.5625 -1.9618 0.4677
H -3.0600 0.3828 -0.2074
H 0.7884 1.9503 0.8293
H 1.8957 1.3514 -1.1059

Summary:
E_HOMO in eV: -9.38



The most stable arrangement is A, and the next structure is 8.1 kcal/mol less stable.



A | Molecular formula: C4H9F2N
Method: DFT, ωB97M-V with the def2-TZVPD basis set

Positions of all 16 atoms, in Å:
C 0.7407 -1.7989 0.0073
C -1.3281 1.4672 0.1428
C 0.5516 -0.2825 0.0912
C -0.9008 0.0671 -0.0201
N 1.3070 0.6634 -0.6798
F -1.3655 -0.4120 -1.2310
F -1.6324 -0.6854 0.8634
H 1.6856 -2.0611 0.1807
H 0.5686 -2.0604 -0.9619
H 0.0839 -2.2165 0.6235
H -0.9645 2.1726 -0.5927
H -2.4167 1.6156 0.3872
H -0.9162 1.9778 0.9386
H 0.8165 -0.0496 1.6333
H 1.7184 1.3643 -0.1371
H 2.0518 0.2384 -1.2453

Summary:
E_HOMO in eV: -9.55



B | Molecular formula: C4H9F2N
Method: DFT, ωB97M-V with the def2-TZVPD basis set

Positions of all 16 atoms, in Å:
C 0.7243 0.6821 1.6962
N -0.3400 0.4469 0.7488
C 0.0113 -0.2190 -0.5369
C -0.8887 0.2237 -1.7026
C 0.1962 -1.8800 -0.5320
F -1.0914 -2.4438 -0.4968
F 0.7082 -2.2623 -1.6789
H 1.6865 0.7824 1.2329
H 0.4245 1.6019 2.2126
H 0.9329 -0.0555 2.4778
H -1.0207 0.0129 1.3596
H 1.0145 0.0710 -0.8410
H -1.9518 0.0663 -1.3203
H -0.6406 -0.5797 -2.5085
H -0.7308 1.3631 -1.9917
H 0.7461 -2.2927 0.3947

Summary:
E_HOMO in eV: -9.06



C | Molecular formula: C4H9F2N
Method: DFT, ωB97M-V with the def2-TZVPD basis set

Positions of all 16 atoms, in Å:
C 0.3919 -1.9292 -0.1630
C -1.7455 1.3782 0.0132
C 0.3090 -0.4517 -0.0427
C -1.2026 -0.0338 0.0012
N 1.0843 0.4445 -0.8028
F -1.6111 -0.4041 -1.3201
F -1.9156 -0.7947 0.8546
H 1.5045 -2.1101 -0.3097
H -0.2310 -2.2676 -1.0149
H 0.1043 -2.3387 0.9389
H -1.3160 1.9547 -0.7753
H -2.7968 1.3499 0.0093
H -1.3971 1.8832 0.8565
H 0.8453 -0.2167 1.6589
H 0.6921 1.2919 -1.2529
H 1.8443 0.0163 -1.3672

Summary:
E_HOMO in eV: -8.45



D | Molecular formula: C4H9F2N
Method: DFT, ωB97M-V with the def2-TZVPD basis set

Positions of all 16 atoms, in Å:
C 0.8729 1.6714 -0.4605
C 0.4993 0.4716 0.4199
C -0.6492 -0.3055 -0.2601
C -0.8864 -1.6799 0.2168
N -2.1385 0.6314 -0.1575
F -3.0902 -0.0342 -0.8939
F -2.4743 0.4406 1.1410
H 1.1921 1.3908 -1.4386
H 0.0394 2.3300 -0.4183
H 1.7477 2.1451 0.1256
H 1.2331 -0.3883 0.4048
H 0.4720 0.7954 1.4308
H -0.5347 -0.1800 -1.3433
H -1.1038 -1.4865 1.3300
H -1.7801 -2.1068 -0.2286
H 0.0481 -2.1584 0.0924

Summary:
E_HOMO in eV: -9.75



The most stable arrangement is B, and the next structure is 20.5 kcal/mol less stable.



A | Molecular formula: C3H5F
Method: DFT, ωB97M-V with the def2-TZVPD basis set

Positions of all 9 atoms, in Å:
F 1.1168 -0.0064 1.6737
C 0.2259 -0.3921 0.5612
C -0.7942 0.4326 -0.1599
C 0.5096 -0.0484 -0.8051
H -0.0633 -1.3716 0.9463
H -1.8645 -0.1342 0.1134
H -0.9066 1.4622 -0.0846
H 0.7301 -0.8106 -1.5189
H 1.0462 0.8685 -0.7261

Summary:
E_HOMO in eV: -10.62



B | Molecular formula: C3H5F
Method: DFT, ωB97M-V with the def2-TZVPD basis set

Positions of all 9 atoms, in Å:
C -0.8932 0.3798 1.0695
C 0.1221 0.0875 -0.3125
C 1.0934 -0.7276 -0.8955
F 1.6258 -0.2437 -2.0945
H -1.6892 0.8288 0.5381
H -0.3736 1.1466 1.7711
H -1.0022 -0.6093 1.5120
H -0.1670 0.9909 -0.8691
H 1.2839 -1.8531 -0.7191

Summary:
E_HOMO in eV: -9.44



The most stable arrangement is A, and the next structure is 3.3 kcal/mol less stable.